DFT (the ωB97M-V functional and the def2-TZVPD basis) results for a cluster of 11 separate species, C48H127N9O15 in total at a distorted geometry.

Computed properties:
Orbital gap (Eh): 0.3215
E_tot (eV): -95948.3550
HOMO level (eV): -8.1253
Total charge: 0
SMILES: COC[C@H](C)N.COC[C@H](C)N.COC[C@H](C)N.COC[C@H](C)N.COC[C@H](C)N.COCCNCCOC.COCCNCCOC.COCCNCCOC.COCCNCCOC.CCO.CCO
Energy relative to the best compared isomer or geometry (same formula, charge and spin) (kJ/mol): 225.8

Each line ends with the Löwdin charge.
Element x y z (Å)
C: -2.199 0.100 -3.351  -0.128
O: -1.440 -0.783 -4.102  -0.238
C: -1.638 -0.822 -5.492  -0.176
C: -0.820 -1.987 -6.045  -0.456
C: -1.192 -3.287 -5.371  -0.057
N: 0.608 -1.876 -6.164  0.067
H: -3.286 0.124 -3.512  0.082
H: -1.889 1.103 -3.645  0.069
H: -1.911 0.033 -2.325  0.068
H: -2.703 -0.994 -5.711  0.132
H: -1.286 0.161 -5.830  0.122
H: -1.269 -2.078 -7.018  0.122
H: -2.287 -3.348 -5.202  0.095
H: -0.711 -3.454 -4.411  0.055
H: -0.911 -4.076 -6.067  0.079
H: 0.992 -2.086 -5.254  0.055
H: 0.824 -0.883 -6.387  0.038
C: 0.969 2.156 0.448  -0.072
O: 0.146 0.987 0.641  -0.207
C: -1.250 1.167 0.461  -0.180
C: -1.879 -0.235 0.696  -0.385
C: -3.377 -0.132 0.540  -0.036
N: -1.556 -0.715 2.055  0.089
H: 0.753 2.710 -0.485  0.088
H: 2.014 1.904 0.605  0.052
H: 0.833 2.821 1.327  0.078
H: -1.722 1.927 1.090  0.115
H: -1.395 1.477 -0.609  0.111
H: -1.408 -0.915 0.007  0.099
H: -3.751 0.579 1.252  0.062
H: -3.858 -1.087 0.705  0.047
H: -3.612 0.161 -0.488  0.072
H: -2.203 -0.458 2.776  0.050
H: -0.646 -0.439 2.342  0.035
C: -1.384 -7.757 -1.940  -0.150
O: -1.978 -6.916 -1.034  -0.190
C: -1.027 -5.903 -0.567  -0.154
C: -1.898 -4.850 0.119  -0.374
C: -2.839 -4.068 -0.872  -0.045
N: -1.234 -3.803 0.949  0.059
H: -2.224 -8.253 -2.455  0.099
H: -0.747 -8.459 -1.436  0.076
H: -0.771 -7.202 -2.649  0.082
H: -0.316 -6.327 0.158  0.105
H: -0.508 -5.408 -1.401  0.119
H: -2.587 -5.456 0.714  0.129
H: -3.162 -4.681 -1.706  0.067
H: -2.419 -3.131 -1.217  0.043
H: -3.766 -3.776 -0.366  0.060
H: -0.802 -3.116 0.319  0.023
H: -1.951 -3.245 1.440  0.052
C: 2.944 -3.680 7.212  -0.085
O: 2.269 -2.720 6.415  -0.186
C: 1.601 -1.709 7.123  -0.222
C: 0.897 -0.684 6.222  -0.398
C: 1.676 -0.243 5.034  -0.052
N: 0.479 0.544 7.030  0.047
H: 3.613 -4.144 6.531  0.071
H: 2.260 -4.469 7.507  0.087
H: 3.457 -3.230 8.054  0.087
H: 0.732 -2.045 7.709  0.126
H: 2.322 -1.157 7.775  0.131
H: 0.011 -1.138 5.827  0.125
H: 1.801 -1.004 4.312  0.051
H: 2.590 0.298 5.236  0.087
H: 1.144 0.620 4.631  0.060
H: -0.237 0.355 7.718  0.066
H: 1.267 0.810 7.629  0.072
C: -4.522 3.679 1.290  -0.117
O: -3.945 3.719 0.012  -0.205
C: -4.696 3.016 -1.031  -0.167
C: -3.913 3.183 -2.323  -0.412
C: -4.007 4.608 -2.894  -0.056
N: -4.428 2.220 -3.349  0.030
H: -4.406 2.750 1.846  0.066
H: -5.579 3.893 1.290  0.080
H: -4.106 4.540 1.835  0.084
H: -4.767 1.941 -0.905  0.096
H: -5.753 3.416 -1.085  0.146
H: -2.873 2.860 -2.151  0.123
H: -4.108 5.379 -2.120  0.073
H: -4.957 4.662 -3.466  0.080
H: -3.151 4.866 -3.539  0.081
H: -5.361 2.475 -3.595  0.061
H: -3.838 2.426 -4.146  0.070
C: -4.632 1.158 4.704  -0.067
O: -3.421 1.340 3.948  -0.226
C: -2.345 1.679 4.747  -0.276
C: -1.315 2.447 4.010  -0.218
N: -0.434 3.124 4.940  -0.070
C: 0.724 3.781 4.409  -0.228
C: 1.473 4.548 5.470  -0.255
O: 2.602 5.052 4.836  -0.215
C: 3.697 5.318 5.713  -0.083
H: -5.382 1.011 3.910  0.092
H: -4.777 2.085 5.290  0.093
H: -4.538 0.285 5.371  0.090
H: -1.901 0.785 5.196  0.122
H: -2.651 2.348 5.533  0.117
H: -1.830 3.240 3.413  0.126
H: -0.755 1.780 3.288  0.113
H: -0.217 2.501 5.700  0.070
H: 0.367 4.402 3.569  0.119
H: 1.443 3.055 3.956  0.121
H: 1.725 3.802 6.263  0.122
H: 0.908 5.403 5.947  0.143
H: 4.544 5.536 5.097  0.074
H: 3.872 4.365 6.293  0.103
H: 3.427 6.174 6.331  0.085
C: 4.751 3.222 1.375  -0.090
O: 5.373 2.312 2.327  -0.185
C: 5.272 0.926 1.851  -0.205
C: 6.173 0.512 0.698  -0.218
N: 5.789 1.076 -0.572  -0.073
C: 4.627 0.592 -1.291  -0.194
C: 5.114 -0.471 -2.220  -0.251
O: 4.180 -0.919 -3.148  -0.199
C: 4.704 -1.766 -4.144  -0.102
H: 4.701 4.194 1.852  0.077
H: 3.737 2.994 1.077  0.056
H: 5.392 3.346 0.507  0.073
H: 4.214 0.720 1.564  0.101
H: 5.509 0.319 2.738  0.121
H: 6.233 -0.604 0.830  0.125
H: 7.167 0.927 0.914  0.127
H: 6.579 1.176 -1.221  0.120
H: 4.062 1.372 -1.807  0.118
H: 4.013 0.154 -0.565  0.070
H: 5.508 -1.325 -1.649  0.137
H: 5.957 -0.052 -2.776  0.118
H: 3.951 -1.959 -4.941  0.094
H: 5.025 -2.746 -3.775  0.089
H: 5.559 -1.259 -4.555  0.077
C: 0.760 1.131 -3.218  -0.077
O: 1.098 2.125 -4.211  -0.195
C: 2.386 2.040 -4.864  -0.173
C: 2.391 0.897 -5.861  -0.189
N: 1.285 1.102 -6.812  -0.071
C: 1.773 1.580 -8.101  -0.212
C: 0.639 2.045 -8.966  -0.252
O: -0.112 2.982 -8.246  -0.181
C: -1.149 3.585 -8.978  -0.102
H: 1.610 0.855 -2.541  0.099
H: 0.345 0.249 -3.648  0.039
H: -0.073 1.531 -2.684  0.058
H: 3.128 2.032 -4.059  0.110
H: 2.401 2.985 -5.420  0.125
H: 2.222 -0.043 -5.292  0.093
H: 3.293 0.832 -6.453  0.116
H: 0.533 1.635 -6.448  0.081
H: 2.296 0.746 -8.627  0.132
H: 2.524 2.419 -7.955  0.134
H: 0.087 1.167 -9.352  0.133
H: 1.057 2.537 -9.856  0.123
H: -1.964 2.898 -9.103  0.081
H: -0.837 3.866 -9.974  0.080
H: -1.487 4.489 -8.492  0.088
C: 0.400 -2.353 -1.992  -0.088
O: 0.523 -2.126 -0.594  -0.233
C: 1.853 -1.764 -0.217  -0.207
C: 2.059 -1.965 1.228  -0.232
N: 2.354 -3.347 1.469  -0.072
C: 2.508 -3.735 2.857  -0.207
C: 2.862 -5.230 2.863  -0.181
O: 1.739 -5.860 2.177  -0.215
C: 1.991 -7.172 1.808  -0.135
H: -0.666 -2.692 -2.182  0.082
H: 1.072 -3.144 -2.374  0.097
H: 0.576 -1.421 -2.572  0.072
H: 2.046 -0.692 -0.478  0.113
H: 2.576 -2.443 -0.668  0.127
H: 1.242 -1.627 1.868  0.108
H: 2.944 -1.415 1.587  0.114
H: 1.665 -3.913 0.946  0.115
H: 1.622 -3.609 3.493  0.119
H: 3.369 -3.111 3.159  0.126
H: 2.997 -5.653 3.860  0.115
H: 3.775 -5.279 2.271  0.115
H: 2.236 -7.763 2.693  0.085
H: 2.901 -7.222 1.208  0.083
H: 1.129 -7.505 1.199  0.082
C: -0.871 5.436 -0.214  -0.069
C: -1.800 5.886 0.927  -0.329
O: -1.462 7.147 1.441  -0.060
H: 0.082 5.336 0.287  0.056
H: -0.706 6.131 -1.030  0.074
H: -1.140 4.427 -0.563  0.060
H: -1.718 5.110 1.688  0.087
H: -2.869 5.937 0.632  0.106
H: -0.561 7.187 1.733  0.071
C: -5.646 -2.660 2.091  -0.095
C: -6.013 -3.145 3.467  -0.312
O: -7.448 -3.108 3.511  -0.086
H: -6.224 -3.232 1.369  0.080
H: -4.578 -2.658 1.854  0.046
H: -5.921 -1.571 1.963  0.091
H: -5.591 -2.499 4.255  0.105
H: -5.746 -4.180 3.687  0.111
H: -7.687 -3.592 4.288  0.062



DFT (the ωB97M-V functional and the def2-TZVPD basis) results for a structure of composition C2H2AuO2P at a distorted geometry.

Computed properties:
Orbital gap (spin up / spin down) (Eh): 0.1990 / 0.2635
E_tot (eV): -19155.0903
HOMO level (spin up / spin down) (eV): -18.2060 / -21.4876
Total charge: +2
Spin multiplicity: 3

Each line ends with the Löwdin charge.
Element x y z (Å)
P: -1.649 0.408 2.069  1.316
O: -1.880 1.166 0.722  -0.698
O: 0.048 -0.986 1.208  -0.061
C: 0.240 -0.890 -0.061  -0.176
C: 1.138 -0.270 -0.850  0.107
Au: -1.014 0.920 -0.855  1.232
H: 1.174 -0.635 -1.883  0.130
H: 1.942 0.287 -0.349  0.150



DFT (the ωB97M-V functional and the def2-TZVPD basis) results for a cluster of 13 separate species, C27H23BCl48FN2O5 in total at a distorted geometry.

Computed properties:
Orbital gap (Eh): 0.3049
E_tot (eV): -646047.9854
HOMO level (eV): -12.2655
Total charge: +1

Each line ends with the Löwdin charge.
Element x y z (Å)
C: 8.689 0.589 3.201  -0.109
C: 7.361 -0.244 3.263  -0.214
C: 6.665 -0.145 1.884  -0.169
C: 5.170 -0.457 1.892  -0.116
O: 4.484 0.200 3.027  0.022
C: 3.174 0.011 2.860  -0.222
C: 2.354 0.938 2.313  0.068
B: 2.934 2.372 1.865  -0.440
O: 3.157 2.596 0.553  0.184
C: 3.174 3.432 3.019  -0.126
C: 2.909 4.898 2.582  -0.104
C: 1.006 0.620 2.152  0.035
C: 0.176 1.713 1.493  -0.428
O: -0.013 2.782 2.020  0.193
O: -0.341 1.400 0.270  0.086
C: 0.521 -0.625 2.553  -0.052
C: -0.947 -1.042 2.375  -0.041
C: -1.881 -0.015 3.048  -0.394
C: -2.982 0.614 2.185  -0.072
N: -1.650 0.257 4.259  0.176
C: 1.387 -1.512 3.133  -0.201
O: 1.053 -2.720 3.589  0.155
N: 2.680 -1.175 3.271  0.118
F: 3.513 -2.049 3.842  0.173
H: 8.685 1.259 2.332  0.066
H: 9.557 -0.058 3.072  0.032
H: 8.746 1.226 4.087  0.072
H: 7.695 -1.281 3.377  0.106
H: 6.731 0.057 4.100  0.100
H: 7.126 -0.908 1.242  0.129
H: 6.828 0.809 1.376  0.112
H: 4.738 0.003 0.990  0.134
H: 4.944 -1.528 1.847  0.130
H: 3.007 3.519 0.298  0.042
H: 2.452 3.180 3.811  0.109
H: 4.172 3.274 3.451  0.118
H: 3.834 5.422 2.327  0.076
H: 2.154 4.978 1.791  0.060
H: 2.482 5.430 3.440  0.080
H: -0.775 0.535 0.321  0.022
H: -1.107 -1.141 1.293  0.113
H: -1.064 -2.008 2.873  0.125
H: -3.240 -0.037 1.348  0.040
H: -3.827 0.800 2.864  0.023
H: -2.572 1.560 1.807  0.079
H: -2.333 0.962 4.551  0.078
H: 0.678 -3.274 2.891  0.152
C: -6.557 2.066 0.753  -1.966
Cl: -7.577 1.033 -0.280  0.456
Cl: -7.413 3.561 1.122  0.534
Cl: -6.193 1.195 2.256  0.548
Cl: -5.035 2.450 -0.069  0.505
C: -11.404 -0.371 -0.415  -2.048
Cl: -13.111 -0.198 0.003  0.536
Cl: -11.159 -1.892 -1.283  0.524
Cl: -10.911 0.983 -1.448  0.507
Cl: -10.434 -0.376 1.067  0.496
C: -3.805 -0.780 -2.079  -1.991
Cl: -5.233 0.245 -2.140  0.511
Cl: -3.368 -1.319 -3.699  0.517
Cl: -2.459 0.152 -1.384  0.576
Cl: -4.131 -2.187 -1.053  0.544
C: -2.958 -2.621 -7.755  -2.033
Cl: -4.681 -2.458 -7.394  0.527
Cl: -2.678 -4.138 -8.611  0.524
Cl: -2.433 -1.266 -8.760  0.535
Cl: -2.038 -2.619 -6.242  0.460
C: 13.132 0.455 2.098  -2.037
Cl: 12.025 -0.690 1.316  0.502
Cl: 14.043 1.325 0.861  0.539
Cl: 12.197 1.606 3.063  0.535
Cl: 14.245 -0.423 3.148  0.510
C: 3.142 5.465 -2.706  -2.041
Cl: 3.393 5.674 -0.960  0.558
Cl: 3.192 7.041 -3.493  0.551
Cl: 4.417 4.431 -3.360  0.534
Cl: 1.568 4.710 -2.981  0.529
C: -7.404 5.035 -3.128  -2.036
Cl: -5.714 5.517 -3.341  0.525
Cl: -8.266 6.288 -2.229  0.534
Cl: -8.159 4.815 -4.710  0.537
Cl: -7.470 3.515 -2.225  0.473
C: -5.739 -7.014 -9.544  -2.050
Cl: -5.581 -6.849 -7.791  0.487
Cl: -5.671 -5.413 -10.288  0.511
Cl: -4.417 -8.011 -10.165  0.527
Cl: -7.286 -7.780 -9.927  0.526
C: -8.098 -7.600 -4.362  -2.055
Cl: -6.420 -7.208 -3.949  0.504
Cl: -8.153 -8.290 -5.986  0.507
Cl: -8.734 -8.768 -3.198  0.528
Cl: -9.074 -6.126 -4.314  0.518
C: -9.806 3.215 4.844  -2.045
Cl: -9.590 3.312 6.596  0.531
Cl: -9.775 4.843 4.154  0.522
Cl: -8.496 2.256 4.138  0.468
Cl: -11.355 2.449 4.480  0.529
C: 1.570 -0.567 -5.504  -2.046
Cl: 2.163 1.060 -5.855  0.526
Cl: 2.748 -1.419 -4.494  0.515
Cl: 0.027 -0.455 -4.640  0.478
Cl: 1.341 -1.451 -7.014  0.529
C: 13.616 -4.326 4.548  -2.049
Cl: 13.057 -5.989 4.326  0.525
Cl: 13.361 -3.836 6.228  0.524
Cl: 15.337 -4.224 4.159  0.527
Cl: 12.711 -3.248 3.478  0.470